{
  "formula": "C26H65N6O15P2",
  "method": "ωB97M-V with the def2-TZVPD basis set",
  "symbols": ["C", "C", "O", "H", "H", "H", "H", "H", "C", "C", "O", "N", "C", "H", "H", "H", "H", "H", "H", "H", "C", "C", "O", "N", "C", "H", "H", "H", "H", "H", "H", "H", "C", "C", "O", "N", "C", "H", "H", "H", "H", "H", "H", "H", "C", "C", "O", "N", "C", "H", "H", "H", "H", "H", "H", "H", "C", "C", "O", "N", "C", "H", "H", "H", "H", "H", "H", "H", "C", "C", "O", "N", "C", "H", "H", "H", "H", "H", "H", "H", "C", "O", "P", "O", "O", "C", "O", "C", "H", "H", "H", "H", "H", "H", "H", "H", "H", "C", "O", "P", "O", "O", "C", "O", "C", "H", "H", "H", "H", "H", "H", "H", "H", "H"],
  "xyz": [[0.380226, 0.577723, 1.146995], [0.137429, -0.769757, 0.498727], [-1.144886, -1.352377, 0.674427], [1.360837, 0.988429, 0.906514], [0.390404, 0.478247, 2.232400], [-0.332639, 1.366615, 0.907028], [0.894119, -1.426840, 0.927392], [0.488043, -0.769711, -0.533348], [-1.873781, -0.097816, 4.753105], [-2.096905, -1.558921, 4.731370], [-2.387860, -2.158515, 5.751870], [-1.818825, -2.211970, 3.608846], [-1.846201, -3.669774, 3.521632], [-1.657008, 0.077269, 5.806886], [-2.692023, 0.528702, 4.398049], [-1.056438, 0.148543, 4.075351], [-1.536767, -1.741226, 2.760942], [-1.282747, -3.977598, 2.640798], [-2.857442, -4.076509, 3.513135], [-1.330292, -4.035512, 4.409423], [3.702401, -0.817716, -1.449034], [3.085024, -0.708129, -2.765787], [1.999980, -1.219839, -3.036818], [3.827361, -0.103480, -3.704401], [3.414561, 0.253553, -5.018493], [4.707082, -0.395529, -1.427462], [3.828632, -1.840438, -1.093779], [3.148299, -0.257505, -0.695865], [4.776153, 0.128269, -3.447133], [2.338506, 0.196955, -5.182806], [3.904110, -0.443014, -5.699109], [3.738936, 1.282420, -5.174412], [-2.884194, -4.849589, -0.674300], [-1.385558, -5.162899, -0.817525], [-1.082881, -6.242668, -1.374399], [-0.523649, -4.206869, -0.365239], [0.959817, -4.341580, -0.514628], [-3.417249, -5.454780, 0.058979], [-3.344146, -4.887708, -1.661766], [-2.867994, -3.871345, -0.193818], [-0.797450, -3.275059, -0.088002], [1.236744, -5.124268, -1.220899], [1.390391, -4.571369, 0.459999], [1.430249, -3.418399, -0.853067], [-3.251854, 1.632749, 1.234353], [-4.326908, 0.704725, 1.704231], [-5.358792, 1.125441, 2.193274], [-3.930292, -0.601763, 1.605633], [-4.826522, -1.748165, 2.037830], [-2.875891, 1.286603, 0.271574], [-2.364635, 1.616605, 1.867349], [-3.552398, 2.679727, 1.194068], [-2.970269, -0.746429, 1.327177], [-4.921153, -2.519276, 1.273280], [-5.840942, -1.466614, 2.320278], [-4.501771, -2.246558, 2.951201], [1.936438, -2.982205, 3.635968], [2.966980, -1.898734, 3.566046], [3.349184, -1.290459, 4.564208], [3.517284, -1.753195, 2.352229], [4.551821, -0.786825, 2.103334], [2.318246, -3.995735, 3.513181], [1.232418, -2.835530, 2.816847], [1.330677, -2.912032, 4.539420], [3.368467, -2.374127, 1.569674], [5.184537, -0.537539, 2.955174], [4.086614, 0.170154, 1.866975], [5.213840, -1.082148, 1.289322], [-2.914962, -0.882141, -2.435974], [-2.556414, -1.907629, -3.550908], [-3.264779, -2.115352, -4.544734], [-1.472081, -2.644762, -3.297133], [-1.072885, -3.834031, -4.020851], [-2.035462, -0.270145, -2.235875], [-3.270988, -1.429494, -1.563191], [-3.678104, -0.191355, -2.794489], [-0.864462, -2.368795, -2.539008], [-0.049373, -4.097867, -3.754558], [-1.086250, -3.587553, -5.082533], [-1.687984, -4.716403, -3.844277], [0.104887, 4.395863, 0.427489], [0.403366, 5.209418, 1.571028], [1.650408, 4.923246, 2.547365], [1.410295, 5.326161, 3.951184], [2.867154, 5.730261, 1.806884], [4.160413, 5.778957, 2.429804], [2.005305, 3.343704, 2.315415], [2.876650, 2.687478, 3.230504], [0.509375, 5.019222, -0.369941], [-0.962770, 4.227606, 0.286348], [0.544446, 3.400964, 0.356256], [4.987000, 5.442391, 1.804048], [4.165679, 5.289369, 3.403644], [4.398769, 6.842131, 2.460577], [3.855384, 2.494580, 2.791205], [2.502367, 1.678902, 3.405955], [3.008342, 3.144439, 4.211288], [-3.196360, 3.587394, -5.061199], [-2.197251, 4.355448, -4.325096], [-1.527883, 3.723238, -2.983673], [-2.407891, 3.391530, -1.876668], [-0.323256, 4.744020, -2.608630], [0.740418, 5.092484, -3.520292], [-0.792870, 2.415665, -3.656077], [0.113435, 1.608096, -2.989664], [-4.177858, 3.991772, -4.813715], [-3.214471, 2.529286, -4.800094], [-2.998048, 3.634028, -6.131987], [0.529469, 4.750549, -4.533541], [1.660051, 4.586790, -3.225891], [0.980117, 6.154484, -3.467418], [0.115025, 1.687824, -1.902592], [1.108096, 1.836294, -3.372660], [-0.201500, 0.595240, -3.240730]],
  "forces_ev_per_angstrom": [[0.01, 0.39, 0.33], [-1.24, -1.13, 0.39], [1.03, 0.55, -0.02], [0.35, -0.06, -0.24], [-0.21, -0.04, 0.20], [-0.27, -0.21, -0.20], [0.58, -0.44, 0.55], [-0.33, 0.42, -0.87], [0.26, 0.74, -0.22], [0.15, -0.55, 0.12], [-0.56, -0.46, 0.86], [0.10, -0.95, -1.38], [0.44, 0.65, 0.57], [0.13, 0.61, -0.25], [-0.37, -0.30, 0.23], [0.31, 0.13, 0.29], [0.04, 0.38, -0.49], [-0.22, 0.06, -0.09], [-0.03, 0.00, -0.08], [-0.12, -0.32, 0.03], [1.25, 0.25, 1.78], [-1.52, -1.47, -1.31], [0.19, 0.54, 0.31], [0.79, 0.60, 0.90], [0.11, -0.07, -0.65], [0.12, 0.13, -0.09], [-0.44, -0.11, -0.23], [-0.32, -0.13, -0.04], [-0.28, 0.13, -0.07], [0.09, -0.15, 0.42], [-0.11, 0.30, -0.52], [-0.01, -0.05, -0.46], [1.27, 1.05, 0.90], [-0.68, -1.67, -0.91], [0.50, 1.76, 1.03], [1.69, -1.13, -0.97], [-0.87, -0.16, 0.24], [0.30, -0.58, -0.32], [-0.07, 0.16, 0.23], [-0.72, 0.51, -0.50], [-0.83, 0.64, 0.45], [-0.34, -0.09, 0.10], [0.08, -0.18, 0.06], [-0.40, 0.24, -0.09], [0.85, 0.54, -0.53], [0.84, -0.36, 0.65], [-0.63, -0.40, -0.07], [-2.59, -0.68, 0.88], [0.71, 0.63, 0.01], [-0.07, 0.24, -0.21], [-0.10, -0.30, 0.37], [-0.36, -0.24, -0.17], [0.52, -0.61, -0.37], [0.25, 0.18, -0.24], [0.15, 0.83, -0.50], [0.67, 0.11, -0.02], [-1.24, 0.03, -0.26], [0.34, -1.02, 1.55], [-0.28, 0.22, -0.91], [1.27, 0.27, -0.98], [0.26, 1.13, 0.07], [0.34, 0.11, 0.17], [-0.13, -0.01, -0.21], [0.35, -0.01, 0.11], [-0.68, -0.07, 0.55], [-0.16, -0.60, 0.31], [0.03, 0.18, -0.40], [-0.23, -0.14, -0.06], [0.33, -0.22, -1.42], [-1.67, 0.28, -0.27], [0.49, 0.28, 0.78], [1.10, -0.43, 0.88], [0.24, 0.38, -0.69], [0.03, -0.21, 0.57], [0.28, 0.23, 0.12], [-0.12, -0.28, -0.07], [-0.29, 0.02, 0.11], [-0.06, 0.14, 0.12], [-0.07, -0.27, -0.12], [-0.24, 0.18, 0.13], [0.36, 0.55, -1.34], [1.20, -1.19, 1.71], [-0.37, 0.03, -0.19], [0.55, -0.40, -1.23], [-0.67, -1.06, 0.21], [-0.01, 1.04, -0.23], [-0.28, 1.61, 0.32], [0.35, -1.27, 0.26], [-0.39, -0.48, -0.44], [-0.06, 0.53, 0.36], [0.43, 0.17, 0.67], [-0.48, -0.92, -0.33], [0.10, 0.25, -0.03], [-0.14, 0.10, 0.84], [0.14, 0.52, -0.26], [-0.41, 0.08, 0.04], [-0.31, 0.43, -0.20], [-0.11, -0.10, 0.49], [0.50, -0.75, 0.79], [1.26, -0.69, -2.08], [0.04, 0.36, 0.33], [-0.86, -0.33, -0.60], [0.21, -0.65, 0.00], [-1.77, 2.79, -0.20], [0.50, -1.17, 0.41], [0.10, 0.11, -0.17], [0.29, 0.04, 0.26], [0.15, 0.38, 0.17], [-0.22, 0.33, -0.03], [-0.08, -0.24, 0.29], [-0.60, 0.02, -0.05], [-0.18, 0.23, 0.12], [0.19, -0.27, 0.07], [0.61, -0.18, 0.11]],
  "charge": -1,
  "lumo_ev": 1.52,
  "e_homo_ev": -5.169,
  "multiplicity": 1,
  "gap_ha": 0.246
}